No. 1
A structure of composition C39H38N7OSTc. Source: OMol25; level of theory: wB97M-V/def2-TZVPD.

As for the net charge: +3. As for the expectation value of S²: 3.79. The spin multiplicity is 4.

Last column: Mulliken spin population.
Element x y z (Å)
Tc (-0.49324, 0.14109, -0.10118)  3.01
S (-0.94272, 4.47853, -1.22891)  0.05
O (-1.76763, 0.22707, 2.07129)  0.01
N (0.95090, -0.32666, 1.47980)  -0.06
N (2.69355, -1.21163, 3.42706)  0.01
N (-2.14469, -1.32883, -4.43268)  0.02
N (-1.34695, -0.35912, -1.97387)  -0.11
N (-0.28793, -1.87365, -0.14822)  -0.07
N (-1.84337, -8.64784, 0.91096)  0.01
N (-1.18618, 2.09177, -0.36196)  -0.12
C (2.58693, 0.07715, 3.13512)  0.01
C (-4.85745, 4.01102, -0.33347)  0.00
C (-6.67452, 2.82844, 1.77647)  0.00
C (-2.48425, 2.62853, -0.29519)  -0.03
C (-1.81898, -2.15750, -3.44586)  -0.01
C (-1.86044, -6.72884, -0.50879)  0.01
C (1.72139, 0.52952, 2.14484)  0.01
C (-2.11219, -1.01194, 2.73853)  0.00
C (0.06058, -3.87638, 1.07041)  -0.01
C (-1.43871, -1.69502, -2.19884)  0.03
C (-2.52148, 3.95247, -0.72516)  -0.01
C (-0.85155, 2.35981, 2.95951)  0.02
C (-4.85490, 2.66598, 0.09522)  0.02
C (-6.16356, 2.03701, 0.55858)  0.00
C (3.29924, 2.53023, -1.88205)  0.07
C (1.01734, 2.43452, -1.15367)  -0.04
C (-2.07723, -0.02656, -4.19718)  -0.01
C (2.36319, 0.42130, -1.16735)  0.02
C (1.95256, -2.06909, 2.73290)  0.00
C (2.08662, 3.16827, -1.64449)  0.00
C (-5.98746, 0.57859, 0.97571)  0.00
C (-1.12179, -7.96603, 1.79635)  -0.01
C (-1.11166, -6.00191, 0.41757)  0.01
C (-0.31277, 2.95249, -0.87568)  0.07
C (-3.65281, 1.97662, 0.10296)  0.05
C (-2.95340, -1.89866, 1.84822)  0.00
C (-1.25814, -3.88923, -0.93952)  0.00
C (-0.76367, -4.59468, 0.17979)  0.02
C (0.26892, -2.53545, 0.89229)  0.01
C (-0.73444, -6.64848, 1.59584)  0.01
C (-2.20153, -8.04242, -0.21786)  -0.01
C (-7.19755, 2.10491, -0.57615)  0.00
C (1.15574, 1.05809, -0.91498)  -0.15
C (-2.04135, 1.43690, 2.84273)  0.00
C (-0.99614, -2.55470, -1.08354)  0.04
C (-3.71821, 4.66309, -0.74378)  0.00
C (1.06908, -1.64427, 1.75607)  0.05
C (-1.66027, 0.47236, -2.96888)  0.08
C (3.43387, 1.16573, -1.65199)  -0.03
H (-0.42760, 2.61398, 1.98432)  0.00
H (-3.90905, -1.42784, 1.62250)  0.00
H (-2.35293, 1.13677, 3.84090)  0.00
H (2.48432, -0.64406, -1.00538)  0.01
H (-8.12973, 1.64179, -0.25095)  0.00
H (-5.61237, -0.03979, 0.15390)  0.00
H (0.52869, -4.36987, 1.90800)  0.00
H (-2.35245, 0.64604, -5.00036)  0.00
H (2.08249, -3.12146, 2.95535)  0.00
H (-1.18606, 3.28796, 3.42528)  0.00
H (-5.78976, 4.56000, -0.34544)  0.00
H (-5.31649, 0.48888, 1.83667)  0.00
H (-3.60621, 0.94280, 0.42451)  -0.01
H (-5.92573, 2.84498, 2.57269)  0.00
H (-3.75690, 5.69056, -1.08331)  0.00
H (-1.86889, -4.38413, -1.67820)  0.00
H (-7.42329, 3.13144, -0.86718)  0.00
H (-1.19212, -1.51252, 3.05138)  0.00
H (1.97592, 4.22701, -1.85055)  0.00
H (-6.84233, 1.57088, -1.46097)  0.00
H (4.37898, 0.67574, -1.84848)  0.00
H (-0.84229, -8.48964, 2.70210)  0.00
H (-6.95393, 0.17377, 1.27478)  0.00
H (-3.15572, -2.83944, 2.36331)  0.00
H (4.14225, 3.09960, -2.25047)  0.00
H (-1.84273, -3.21872, -3.66398)  0.00
H (-7.57773, 2.35890, 2.16753)  0.00
H (-2.67568, -0.78294, 3.64029)  0.01
H (-6.91909, 3.85907, 1.51782)  0.00
H (-0.15310, -6.16544, 2.36836)  0.00
H (-2.87917, 1.94626, 2.37081)  -0.01
H (1.65851, 1.57644, 1.88347)  -0.01
H (-0.07517, 1.93394, 3.59661)  0.00
H (-2.45608, -2.13485, 0.90510)  0.00
H (-2.17592, -6.32078, -1.45835)  0.00
H (3.20670, 0.76958, 3.69179)  0.00
H (-2.78366, -8.62757, -0.91892)  0.00
H (-1.57982, 1.53490, -2.79000)  0.00

No. 2
A structure of composition C39H39BrN9O6S2Y. Source: OMol25; level of theory: wB97M-V/def2-TZVPD.

Last column: Mulliken charge in e.
Element x y z (Å)
Y (0.66497, -0.09060, -0.30572)  0.28
Br (-2.21476, 2.29516, -7.40114)  -0.19
S (4.94675, 2.61895, 0.88894)  -0.29
S (4.53535, 0.59556, -1.30035)  -0.30
O (-5.46478, 4.46453, 1.02338)  -0.50
O (-0.74122, 5.80647, 4.62405)  -0.52
O (1.00459, -0.72466, -2.68554)  -0.52
O (1.38178, -1.87757, 0.23690)  0.75
O (6.75133, 1.05621, -0.19353)  -0.31
O (-0.51906, 0.82876, -2.32944)  -0.83
N (-2.38374, -3.50186, -2.61669)  0.22
N (-1.25299, -2.09717, -1.12136)  1.39
N (-1.95978, -2.04713, 1.11612)  -1.48
N (-0.93999, -1.20105, 1.39594)  1.54
N (-0.02841, -1.09472, -6.65253)  -0.66
N (-1.82506, 1.18406, 0.24865)  0.71
N (2.27357, 2.25862, -1.42127)  -0.29
N (0.42568, 2.39700, 1.09464)  0.76
N (1.46200, -0.04568, 2.24030)  0.78
C (-0.71098, -0.12350, -7.22673)  -0.21
C (-4.24186, -4.92131, -1.95217)  -1.05
C (0.93043, -0.73331, 4.47523)  -0.93
C (-1.19141, 0.96275, -6.50807)  -0.08
C (-1.42589, -2.60316, -2.28318)  -1.33
C (1.53715, 2.97957, 1.51693)  -0.07
C (-3.26646, -3.97233, -1.66020)  -0.08
C (5.47471, 1.45185, -0.15498)  0.45
C (-0.56760, -1.26041, 2.62141)  -0.88
C (-2.09373, -2.48170, -0.09048)  -0.64
C (-0.19270, 0.05318, -4.56064)  0.39
C (-3.98522, -3.94862, 0.64265)  -0.36
C (-4.94613, -4.89310, 0.34754)  -0.85
C (2.56374, -3.60157, 1.38170)  -1.79
C (-2.88657, 0.71629, -0.38852)  -0.36
C (-3.14287, -3.46154, -0.35853)  0.89
C (-0.73863, 2.90300, 1.51281)  0.86
C (-5.07928, -5.37101, -0.95104)  -0.44
C (-4.11452, 1.35287, -0.42949)  -1.47
C (0.30937, 5.82414, 3.68976)  -0.70
C (-5.54367, 3.33649, 0.18627)  -0.50
C (0.62127, -0.61331, 3.11598)  0.53
C (1.57545, -3.96986, -0.91991)  -1.47
C (-3.14974, 3.06058, 0.90808)  -1.28
C (3.07756, 0.15759, 3.99370)  -0.90
C (0.22570, -1.01078, -5.35944)  -0.39
C (7.66002, 1.60967, 0.73861)  -0.73
C (-4.25222, 2.56624, 0.23336)  0.24
C (-0.93608, 1.06650, -5.15199)  -0.36
C (1.56687, 4.07693, 2.36072)  -1.30
C (2.17447, -0.33585, 4.92193)  -0.67
C (2.65978, 0.30406, 2.67583)  0.07
C (0.12944, 0.07297, -3.08653)  0.70
C (3.56511, -2.49081, -0.61686)  -1.43
C (0.36597, 4.59537, 2.81940)  0.77
C (-1.95209, 2.34510, 0.89430)  0.13
C (2.53800, 1.17954, -0.93077)  0.11
C (-0.80254, 3.97147, 2.40601)  -1.34
C (2.23854, -2.93984, 0.02326)  1.62
H (7.67562, 2.70022, 0.66467)  0.36
H (3.33710, 0.70547, 1.93512)  -0.19
H (1.34588, -3.46742, -1.85832)  0.09
H (-6.26670, 4.98867, 0.93540)  0.31
H (-1.74318, 4.34103, 2.78018)  0.62
H (0.79185, -1.82688, -4.93047)  0.71
H (1.27926, 5.98381, 4.18235)  0.37
H (-4.33958, -5.30215, -2.95608)  0.43
H (3.21700, -4.45935, 1.25403)  0.43
H (4.11952, -1.86365, 0.07823)  0.27
H (-2.75377, -0.21654, -0.91322)  0.54
H (-1.06855, -1.95239, 3.30349)  0.32
H (-1.28695, 1.89776, -4.55775)  0.60
H (-0.77050, -2.29047, -3.08132)  0.60
H (2.23300, -4.81604, -1.11070)  0.54
H (-0.88272, -0.22479, -8.28943)  0.40
H (4.17386, -3.35458, -0.87659)  0.54
H (7.37566, 1.33271, 1.75904)  0.29
H (0.20549, -1.15319, 5.15606)  0.53
H (3.05510, -2.87593, 2.02554)  0.27
H (2.47142, 2.59127, 1.14148)  -0.33
H (-3.24077, 4.01086, 1.40407)  0.53
H (0.65069, -4.33085, -0.47286)  0.26
H (-6.37019, 2.67730, 0.49587)  0.31
H (-0.62729, 5.05171, 5.21144)  0.32
H (-3.84842, -3.56912, 1.64287)  0.50
H (-5.83364, -6.10894, -1.17561)  0.42
H (-2.43771, -3.86079, -3.56051)  0.33
H (2.44336, -0.43783, 5.96276)  0.43
H (3.35463, -1.91284, -1.51476)  0.08
H (2.89663, 2.88431, -1.91965)  0.30
H (-5.58826, -5.27453, 1.12700)  0.44
H (-5.73078, 3.63537, -0.85755)  0.30
H (-4.93867, 0.91991, -0.97631)  0.51
H (8.63647, 1.19888, 0.48863)  0.24
H (0.10954, 6.69001, 3.04776)  0.28
H (4.08468, 0.41914, 4.27789)  0.56
H (1.64569, -3.91982, 1.86624)  0.32
H (2.51559, 4.51066, 2.63377)  0.47

One value per record, in order, for relative energy (zero: lowest compared OMol25 entry of this formula, charge and spin): 65.2; 49.3 kJ/mol.